{"formula": "H5N4O", "method": "ωB97M-V with the def2-TZVPD basis set", "symbols": ["N", "N", "N", "N", "O", "H", "H", "H", "H", "H"], "xyz": [[-0.89048, 1.09499, -0.96672], [1.41217, -0.74595, 0.76457], [-0.16909, -0.07132, -0.47922], [0.74831, 0.25992, 0.29494], [1.03952, 1.50709, 0.57349], [-0.93985, 1.13793, -1.94022], [-0.32405, 2.02589, -0.80416], [2.06829, -0.49326, 1.47455], [-1.65031, -2.63875, 0.65802], [-1.29451, -2.07654, 0.42475]], "forces_ev_per_angstrom": [[1.22, 2.44, 2.32], [0.23, -1.64, 0.07], [-2.72, 1.21, -2.71], [2.21, 1.22, 1.62], [-0.07, -0.70, 0.06], [-0.06, -1.13, -2.10], [-0.97, -2.51, 0.49], [0.16, 1.14, 0.23], [-0.91, -1.40, 0.58], [0.91, 1.38, -0.57]], "relative_energy_kj_mol": 167.8, "total_charge": -1, "multiplicity": 1, "homo_lumo_gap_ev": 7.69, "homo_ev": -2.67, "e_lumo_ev": 5.0, "energy_ha": -297.1116}